{"formula": "C4H8F6N2O10P2PtS2", "method": "ωB97M-V/def2-TZVPD", "elements": ["Pt", "N", "C", "C", "P", "O", "O", "O", "P", "O", "O", "O", "H", "H", "H", "H", "H", "H", "H", "H", "F", "C", "F", "F", "S", "O", "O", "N", "S", "O", "O", "C", "F", "F", "F"], "xyz": [[-0.262, -0.423, 0.759], [-1.165, 2.429, -3.313], [-0.397, 1.509, -2.379], [0.862, 1.016, -3.090], [-1.544, 0.091, -2.083], [-2.815, 0.708, -1.378], [-1.851, -0.518, -3.366], [-0.743, -0.836, -1.076], [-0.120, 2.446, -0.824], [1.435, 2.579, -0.658], [-0.950, 3.646, -0.826], [-0.529, 1.412, 0.343], [-1.700, 1.864, -3.988], [-0.531, 3.036, -3.840], [-1.797, 3.041, -2.778], [0.592, 0.476, -3.997], [1.416, 0.333, -2.449], [1.524, 1.848, -3.333], [-2.767, 1.124, -0.506], [1.759, 3.446, -0.365], [3.110, -0.481, 0.938], [3.214, -0.981, 2.155], [3.868, -0.184, 2.950], [3.697, -2.190, 2.141], [1.453, -1.100, 2.839], [0.738, 0.179, 2.549], [1.431, -1.653, 4.131], [0.715, -1.997, 1.624], [-0.624, -2.971, 1.859], [-0.488, -4.300, 1.440], [-1.479, -2.012, 1.039], [-1.391, -2.899, 3.631], [-2.583, -3.389, 3.460], [-0.655, -3.617, 4.419], [-1.424, -1.631, 3.972]], "mulliken_charge": [1.537, -0.163, 0.499, -1.734, 0.910, -0.511, -0.672, -0.639, 0.777, -0.461, -0.708, -0.431, 0.396, 0.367, 0.387, 0.488, 0.391, 0.471, 0.399, 0.380, -0.194, 0.823, -0.132, -0.149, 1.040, -0.586, -0.423, -0.498, 1.085, -0.430, -0.526, 0.703, -0.131, -0.116, -0.151], "homo_lumo_gap_ev": 6.41, "largest_force_ev_per_a": 0.569, "spin_multiplicity": 1, "total_charge": 2, "e_above_lowest_ev": 1.523}